Entry 1:
Density functional theory data (ωB97M-V/def2-TZVPD) for a single C2H2N2O molecule.

Structure (XYZ):
```
7
Properties=species:S:1:pos:R:3:forces:R:3
N -2.100775 -0.095677 -0.100768 7.84 -1.61 1.38
C -0.892784 -0.245255 0.100845 -12.44 1.45 -0.64
C 0.428591 0.116352 0.184728 4.50 4.87 -3.33
N 1.230031 -0.903355 -0.060161 -1.88 -4.58 1.45
O 0.754289 1.310688 -0.048441 -0.79 -2.32 1.71
H 0.645599 -1.821252 0.107776 2.62 1.94 -0.71
H 2.200459 -0.897608 -0.307187 0.16 0.24 0.14
```
Positions in Å, forces in eV/Å.

Properties
- E (Ha) = -262.10533
- energy above the lowest of the compared OMol25 structures with the same formula, charge and spin (eV) = 1.594
- Kohn-Sham gap (eV) = 10.554
- highest occupied orbital energy (eV) = -10.85
- SMILES = N#CC(N)=O
- net charge = 0

=====

Entry 2:
Density functional theory data (ωB97M-V/def2-TZVPD) for a single C2H2N2O molecule.

Structure (XYZ):
```
7
Properties=species:S:1:pos:R:3:forces:R:3
C 0.415709 0.122288 -0.945583 0.12 -0.01 -0.16
N -0.847620 0.558927 -0.472593 0.12 -0.24 0.56
C -0.899043 0.183745 0.709570 4.29 -2.18 0.47
O 0.526188 -0.603544 1.047849 -2.21 1.32 -0.82
N 1.151504 -0.511987 -0.095612 0.32 0.19 -1.01
H 0.740208 0.310241 -1.954290 -0.10 0.05 -0.01
H -1.086945 -0.059670 1.710659 -2.54 0.87 0.98
```
Positions in Å, forces in eV/Å.

Properties
- E (Ha) = -262.05242
- energy above the lowest of the compared OMol25 structures with the same formula, charge and spin (eV) = 3.034
- Kohn-Sham gap (eV) = 11.265
- highest occupied orbital energy (eV) = -10.41
- SMILES = c1ncon1
- net charge = 0

=====

Entry 3:
Density functional theory data (ωB97M-V/def2-TZVPD) for a single C2H2N2O molecule.

Structure (XYZ):
```
7
Properties=species:S:1:pos:R:3:forces:R:3
N 0.491366 0.208909 2.175642 -0.18 -0.05 0.81
C 0.547527 -0.018117 1.057761 0.04 0.32 -0.76
C 0.788874 -0.158788 -0.350120 -0.83 -0.23 -0.29
N -0.056845 -0.121015 -1.302233 -0.07 0.03 0.00
O -1.382973 0.102964 -0.975826 0.33 -0.42 -1.37
H 1.791993 -0.361988 -0.670370 0.36 0.02 0.01
H -1.788258 -0.015554 -1.882732 0.35 0.33 1.60
```
Positions in Å, forces in eV/Å.

Properties
- E (Ha) = -262.07868
- energy above the lowest of the compared OMol25 structures with the same formula, charge and spin (eV) = 2.320
- Kohn-Sham gap (eV) = 10.924
- highest occupied orbital energy (eV) = -10.83
- SMILES = N#C/C=N\O
- net charge = 0

=====

Entry 4:
Density functional theory data (ωB97M-V/def2-TZVPD) for a single C2H2N2O molecule.

Structure (XYZ):
```
7
Properties=species:S:1:pos:R:3:forces:R:3
C -0.719266 0.495039 -0.133134 0.28 3.10 2.42
C 0.686939 0.308468 -0.072564 4.42 -2.04 0.75
N 0.947122 -1.004379 -0.048825 -1.84 1.54 -0.11
O -0.292880 -1.598683 -0.049406 -0.14 0.68 0.15
N -1.315950 -0.665434 0.002775 0.99 0.47 -0.95
H -1.068897 1.618800 0.130660 -0.17 -3.26 -1.15
H 1.762934 0.846188 0.170497 -3.54 -0.49 -1.12
```
Positions in Å, forces in eV/Å.

Properties
- E (Ha) = -262.03353
- energy above the lowest of the compared OMol25 structures with the same formula, charge and spin (eV) = 3.548
- Kohn-Sham gap (eV) = 11.730
- highest occupied orbital energy (eV) = -11.34
- SMILES = c1cnon1
- net charge = 0

=====

Entry 5:
Density functional theory data (ωB97M-V/def2-TZVPD) for a single C2H2N2O molecule.

Structure (XYZ):
```
7
Properties=species:S:1:pos:R:3:forces:R:3
O 0.472957 1.475643 0.168620 -0.15 0.01 -0.09
C -0.492029 1.106790 -0.469669 0.38 0.06 0.23
N -0.915120 -0.202325 -0.623245 -0.41 -0.51 -0.17
N -0.113287 -0.964628 0.030228 -1.90 2.07 -1.62
C 0.756275 -1.321133 0.652695 2.18 -1.91 1.79
H -1.143276 1.792142 -1.012052 -0.13 0.08 -0.09
H 1.434481 -1.886489 1.253424 0.02 0.21 -0.05
```
Positions in Å, forces in eV/Å.

Properties
- E (Ha) = -262.05664
- energy above the lowest of the compared OMol25 structures with the same formula, charge and spin (eV) = 2.919
- Kohn-Sham gap (eV) = 10.335
- highest occupied orbital energy (eV) = -9.57
- net charge = 0

=====

Entry 6:
Density functional theory data (ωB97M-V/def2-TZVPD) for a single C2H2N2O molecule.

Structure (XYZ):
```
7
Properties=species:S:1:pos:R:3:forces:R:3
O 1.248390 1.217311 -0.034726 -1.43 -0.67 0.01
C 1.128209 -0.014288 0.010187 -0.24 -0.27 0.01
N 0.070658 -0.795582 0.029343 -0.95 0.24 -0.02
C -1.183386 -0.051395 -0.010323 1.55 0.09 0.01
N -1.133266 1.186034 -0.054929 0.53 -0.74 0.03
H 1.974399 -0.727825 0.045096 0.40 0.59 -0.02
H -2.046065 -0.737522 0.005436 0.14 0.77 -0.02
```
Positions in Å, forces in eV/Å.

Properties
- E (Ha) = -262.02036
- energy above the lowest of the compared OMol25 structures with the same formula, charge and spin (eV) = 3.906
- Kohn-Sham gap (alpha / beta) (eV) = 7.674 / 7.565
- highest occupied orbital energy (alpha / beta) (eV) = -10.47 / -10.47
- net charge = 0

=====

Entry 7:
Density functional theory data (ωB97M-V/def2-TZVPD) for a single C2H2N2O molecule.

Structure (XYZ):
```
7
Properties=species:S:1:pos:R:3:forces:R:3
N 1.514144 -0.928916 -1.478835 -1.64 0.97 1.30
C 0.570319 -0.518906 -0.926651 1.04 -1.67 -3.24
C -0.738700 -0.224722 -0.421258 0.90 0.96 2.67
N -0.691412 0.327811 0.740125 1.15 0.78 -1.60
O 0.688366 0.795010 0.980616 -2.48 -1.48 -1.18
H -1.748052 -0.410003 -0.739203 0.18 -0.70 -0.78
H 0.405335 0.959726 1.845205 0.86 1.14 2.83
```
Positions in Å, forces in eV/Å.

Properties
- E (Ha) = -262.05051
- energy above the lowest of the compared OMol25 structures with the same formula, charge and spin (eV) = 3.086
- Kohn-Sham gap (eV) = 10.709
- highest occupied orbital energy (eV) = -10.93
- SMILES = N#C/C=N\O
- net charge = 0

=====

Entry 8:
Density functional theory data (ωB97M-V/def2-TZVPD) for C2H2N2O as an isolated structure.

Structure (XYZ):
```
7
Properties=species:S:1:pos:R:3:forces:R:3
O 1.000053 -1.743398 0.746403 -0.04 0.44 -0.33
C 0.767363 -0.761879 0.086717 0.09 -0.35 0.30
C 0.158755 0.449900 0.736638 0.19 -0.24 0.18
N -1.234110 0.337814 0.805913 -0.01 0.22 -0.29
N -1.276078 1.149958 -0.135197 -0.10 -0.18 0.12
H 1.083807 -0.654734 -0.972907 -0.11 -0.03 0.08
H -0.131749 1.498024 -0.201186 0.00 0.15 -0.06
```
Positions in Å, forces in eV/Å.

Properties
- E (Ha) = -261.95208
- energy above the lowest of the compared OMol25 structures with the same formula, charge and spin (eV) = 5.765
- Kohn-Sham gap (eV) = 9.382
- highest occupied orbital energy (eV) = -9.82
- net charge = 0

=====

Entry 9:
Density functional theory data (ωB97M-V/def2-TZVPD) for a 2-piece molecular cluster, C2H2N2O2 overall.

Structure (XYZ):
```
8
Properties=species:S:1:pos:R:3:forces:R:3
C 0.445350 -1.341839 0.992248 -0.52 -0.09 0.04
C -0.020765 -0.048936 0.551947 -3.79 -3.29 -3.48
N 0.815713 -2.371780 1.320553 0.20 -0.44 0.11
N -0.673932 0.709067 1.594081 -0.68 0.21 -0.04
O -1.799148 1.025103 1.341770 -1.28 0.64 0.63
O 0.008392 1.021815 2.536814 -0.01 0.05 0.46
H 0.809979 0.494210 0.410942 2.96 2.12 -1.67
H -0.951063 -0.238855 -0.657941 3.13 0.80 3.95
```
Positions in Å, forces in eV/Å.

Properties
- E (Ha) = -337.20946
- energy above the lowest of the compared OMol25 structures with the same formula, charge and spin (eV) = 5.849
- Kohn-Sham gap (eV) = 11.354
- highest occupied orbital energy (eV) = -11.87
- net charge = 0

=====

Entry 10:
Density functional theory data (ωB97M-V/def2-TZVPD) for a single C2H2N2O3 molecule.

Structure (XYZ):
```
9
Properties=species:S:1:pos:R:3:forces:R:3
O 2.220895 0.487469 -0.059702 -4.35 -0.80 -0.88
C 0.990215 0.218802 -0.093713 2.91 2.49 2.65
N 0.436288 -0.989446 0.217900 0.07 -1.41 -1.42
N -1.033865 -0.976564 -0.040158 1.74 -0.38 -2.53
O -1.374652 0.384092 -0.247734 1.86 -0.17 -0.37
C -0.222328 1.097808 -0.083704 -2.90 5.62 0.32
O -0.415446 2.290107 0.142587 1.89 -2.44 -0.75
H 1.074311 -1.400928 -0.540552 -1.92 -1.75 1.12
H -1.675416 -1.111340 0.705073 0.70 -1.16 1.85
```
Positions in Å, forces in eV/Å.

Properties
- E (Ha) = -412.50975
- energy above the lowest of the compared OMol25 structures with the same formula, charge and spin (eV) = 3.843
- Kohn-Sham gap (eV) = 9.619
- highest occupied orbital energy (eV) = -10.44
- SMILES = O=c1[nH][nH]oc1=O
- net charge = 0

=====

Entry 11:
Density functional theory data (ωB97M-V/def2-TZVPD) for a single C2H2N2O3 molecule.

Structure (XYZ):
```
9
Properties=species:S:1:pos:R:3:forces:R:3
O 2.123538 -0.255189 -0.381329 1.06 0.06 -0.82
C 0.964680 -0.113993 -0.102754 2.80 2.82 -3.77
N 0.425233 -0.624957 0.915328 -2.46 -3.14 5.00
O -0.988196 -0.588964 0.875987 0.92 0.66 -0.35
C -1.213778 0.344301 -0.108937 -1.87 1.67 -1.08
O -2.318907 0.767270 -0.347054 1.38 -0.73 0.18
N 0.013441 0.727777 -0.689181 -1.03 -1.63 1.24
H 0.869974 -1.371188 1.444519 -0.59 0.14 -0.25
H 0.124016 1.114942 -1.606580 -0.21 0.13 -0.15
```
Positions in Å, forces in eV/Å.

Properties
- E (Ha) = -412.62450
- energy above the lowest of the compared OMol25 structures with the same formula, charge and spin (eV) = 0.721
- Kohn-Sham gap (eV) = 11.098
- highest occupied orbital energy (eV) = -10.59
- SMILES = O=c1[nH]oc(=O)[nH]1
- net charge = 0

=====

Entry 12:
Density functional theory data (ωB97M-V/def2-TZVPD) for a single C2H2N2O3 molecule.

Structure (XYZ):
```
9
Properties=species:S:1:pos:R:3:forces:R:3
C -0.725059 -0.881344 -0.111740 0.91 -1.46 1.20
C 0.497315 -0.066677 0.081803 0.22 -0.93 -1.44
N 0.184172 1.215101 0.117759 -0.15 5.09 1.43
N -1.888115 -0.425314 0.042160 1.60 0.52 0.21
O -3.049834 -0.361264 0.080114 -1.55 -0.67 -0.11
O 1.632979 -0.461384 0.101089 0.38 -0.80 0.43
O -1.055978 1.546947 -0.036457 0.78 1.08 -0.24
H -0.369669 -1.875549 0.101280 -0.91 -1.12 -0.55
H 0.832027 1.936162 0.610486 -1.28 -1.72 -0.94
```
Positions in Å, forces in eV/Å.

Properties
- E (Ha) = -412.42584
- energy above the lowest of the compared OMol25 structures with the same formula, charge and spin (eV) = 6.126
- Kohn-Sham gap (alpha / beta) (eV) = 6.836 / 9.697
- highest occupied orbital energy (alpha / beta) (eV) = -8.47 / -9.93
- net charge = 0